# C41H91BrHgN5O3

A structure of composition C41H91BrHgN5O3 (wB97M-V/def2-TZVPD, the Open Molecules 2025 dataset).

Each line ends with the Mulliken charge.
Cartesian coordinates (Å):
Hg -5.4297 -3.8376 2.8861  0.39
O -7.7357 -2.8867 -2.2022  -0.40
C -7.2144 -2.8214 -1.0145  0.77
O -7.6349 -3.5226 -0.1044  -0.41
O -6.2194 -2.2357 -0.6994  -0.41
H -7.2890 -2.3212 -2.8364  0.34
C -14.4478 1.9631 -3.1023  -1.33
C -13.2549 1.2742 -3.6787  -0.47
C -12.9116 -0.2336 -3.5343  -0.50
N -13.6737 -1.1047 -4.6305  0.15
C -15.2700 -0.9365 -4.5278  -1.19
C -13.3746 -2.6376 -4.4144  -0.54
C -12.7908 -3.1639 -5.7436  -0.62
C -12.0842 -1.9630 -6.3593  -0.49
C -13.1443 -0.8635 -6.1199  -0.65
H -14.8071 2.9244 -3.4697  0.38
H -14.3581 2.3314 -2.0803  0.37
H -15.3472 1.3735 -3.2801  0.22
H -12.3695 1.8417 -3.3921  0.40
H -13.3652 1.6841 -4.6827  0.25
H -13.3462 -0.7150 -2.6583  0.53
H -11.8690 -0.5111 -3.6890  0.42
H -15.7227 -1.6680 -5.1972  0.48
H -15.3244 0.0378 -5.0136  0.51
H -15.6474 -0.9980 -3.5071  0.30
H -14.2765 -3.2090 -4.1947  0.30
H -12.7608 -2.7775 -3.5246  0.34
H -13.5757 -3.5779 -6.3766  0.37
H -12.0345 -3.9453 -5.6688  0.35
H -12.0039 -2.1992 -7.4204  0.38
H -11.1579 -1.7345 -5.8322  0.29
H -14.0394 -1.1356 -6.6793  0.41
H -12.8811 0.1821 -6.2796  0.33
C -5.5183 -7.2862 -4.5349  -1.31
C -6.2207 -7.3528 -5.8848  -0.09
C -5.3591 -6.6152 -6.8967  -1.02
N -5.6872 -6.8839 -8.4319  0.10
C -5.2261 -8.2858 -8.7854  -1.06
C -7.2340 -6.7470 -8.6415  -0.60
C -7.4449 -6.1294 -9.9631  -0.68
C -6.2167 -5.2865 -10.2111  -0.35
C -5.0416 -5.7945 -9.4019  -0.60
H -4.6246 -7.9066 -4.6018  0.39
H -6.1965 -7.7572 -3.8233  0.36
H -5.2538 -6.2724 -4.2342  0.34
H -7.2019 -6.8805 -5.8376  0.32
H -6.3248 -8.3333 -6.3495  0.20
H -4.2799 -6.7670 -6.8802  0.50
H -5.6995 -5.5798 -6.8833  0.51
H -5.5605 -8.4947 -9.8016  0.44
H -5.7755 -8.9676 -8.1363  0.44
H -4.1909 -8.5617 -8.5848  0.36
H -7.7118 -7.6875 -8.3670  0.37
H -7.6209 -5.9476 -8.0096  0.35
H -7.4972 -6.9338 -10.6968  0.37
H -8.3869 -5.5813 -9.9834  0.38
H -6.1490 -5.4457 -11.2873  0.33
H -6.1121 -4.2563 -9.8710  0.29
H -4.3175 -6.3110 -10.0319  0.27
H -4.5022 -5.0865 -8.7727  0.41
C 2.7096 -3.0458 0.0380  -1.39
C 2.0479 -2.8554 -1.3293  -0.16
C 1.5278 -1.4784 -1.6782  -0.60
N 0.9616 -1.4306 -3.0625  0.21
C -0.2038 -2.4234 -3.2812  -1.06
C 1.9509 -1.7470 -4.2193  -0.67
C 1.3943 -0.9904 -5.5352  -0.74
C 0.6513 0.2051 -4.9394  -0.63
C 0.5198 0.0297 -3.4545  -0.70
H 1.9322 -3.1559 0.7940  0.34
H 3.3175 -2.2098 0.3842  0.36
H 3.3044 -3.9566 -0.0308  0.37
H 1.3159 -3.6388 -1.5256  0.28
H 2.8897 -3.0914 -1.9803  0.28
H 2.3718 -0.8426 -1.4108  0.34
H 0.6846 -1.1374 -1.0776  0.35
H 0.0705 -3.4771 -3.3310  0.33
H -0.7763 -2.1334 -4.1624  0.46
H -0.8629 -2.2390 -2.4329  0.39
H 2.2530 -2.7928 -4.2756  0.45
H 2.7886 -1.1441 -3.8688  0.44
H 0.7678 -1.6361 -6.1507  0.32
H 2.2098 -0.6550 -6.1759  0.38
H -0.3596 0.4056 -5.2945  0.33
H 0.9791 1.2089 -5.2100  0.43
H -0.2801 0.5731 -2.9514  0.52
H 1.3952 0.5133 -3.0212  0.35
C -14.3517 -11.9243 -1.8929  -1.29
C -13.8521 -10.4068 -1.7320  -0.25
C -12.5870 -10.4187 -0.8034  -0.99
N -12.1560 -9.0217 -0.2452  0.33
C -11.5460 -8.1111 -1.3678  -1.04
C -13.3194 -8.3111 0.5175  -0.57
C -12.6837 -7.6866 1.7264  -0.77
C -11.2838 -8.2295 1.8519  -0.61
C -11.1236 -9.3510 0.8054  -0.64
H -13.7539 -12.5111 -2.5903  0.38
H -15.2554 -12.0518 -2.4889  0.38
H -14.4042 -12.4413 -0.9348  0.36
H -14.6204 -9.7532 -1.3187  0.34
H -13.5210 -9.9936 -2.6848  0.30
H -11.8663 -11.0260 -1.3510  0.35
H -12.8695 -10.9759 0.0898  0.55
H -12.2620 -8.0333 -2.1860  0.35
H -10.6782 -8.5340 -1.8738  0.37
H -11.4392 -7.1182 -0.9310  0.42
H -13.8898 -7.7569 -0.2278  0.46
H -13.9360 -9.1728 0.7730  0.39
H -12.6933 -6.5968 1.7449  0.32
H -13.2925 -7.9357 2.5956  0.37
H -10.5949 -7.4348 1.5655  0.27
H -10.8453 -8.3198 2.8457  0.45
H -10.1850 -9.2707 0.2570  0.39
H -11.2209 -10.3309 1.2729  0.43
C -7.7862 4.1378 -4.7531  -1.29
C -7.2658 4.6371 -3.4415  -0.32
C -6.0806 3.9194 -2.8734  -0.67
N -5.9492 4.1528 -1.3479  0.12
C -5.9102 5.7213 -1.0159  -0.92
C -4.7203 3.5283 -0.7344  -0.83
C -4.8776 3.2824 0.7174  -0.64
C -6.4068 3.0079 0.8244  -0.59
C -7.0382 3.4365 -0.5701  -0.60
H -7.0986 3.6075 -5.4120  0.36
H -8.0851 5.0573 -5.2563  0.35
H -8.5554 3.3940 -4.5450  0.28
H -8.1444 4.5106 -2.8090  0.22
H -7.1217 5.7175 -3.4357  0.43
H -5.1388 4.3226 -3.2457  0.41
H -5.9736 2.8467 -3.0347  0.42
H -5.6674 5.6854 0.0461  0.46
H -6.9095 6.1086 -1.2146  0.40
H -5.0370 6.2106 -1.4475  0.31
H -3.8055 4.0476 -1.0200  0.48
H -4.4708 2.6013 -1.2506  0.42
H -4.5506 4.1984 1.2094  0.34
H -4.3078 2.4956 1.2117  0.38
H -6.9314 3.4925 1.6479  0.32
H -6.5191 1.9274 0.9136  0.32
H -8.0396 3.8630 -0.6268  0.49
H -7.2091 2.4571 -1.0168  0.36
Br -5.7784 -0.8010 -6.8740  -0.27

Properties
- LUMO: -14.92 eV
- Frontier orbital gap: 1.89 eV
- Net charge: +5